Entry 1:
The following is a quantum chemistry calculation of the molecule C3H8N2 in a non-equilibrium geometry, from the OMol25 dataset.

The value obtained for the HOMO-LUMO gap is 0.38141 Eh. The molar mass is 72.1 g mol⁻¹. The HOMO energy comes out at -9.2 eV.

Positions of all 13 atoms, in Å:
N: 0.366 -2.101 -0.107
C: 0.729 -0.668 -0.351
C: -0.094 0.297 0.455
C: -1.235 1.084 -0.142
N: 0.098 1.667 0.067
H: 1.047 -2.696 -0.625
H: 0.441 -2.303 0.927
H: 1.832 -0.518 -0.089
H: 0.545 -0.513 -1.393
H: -0.087 0.136 1.551
H: -1.578 0.931 -1.168
H: -1.996 1.351 0.533
H: 0.143 2.373 0.777

Mulliken atomic charge list, values in e, 4 entries:
1. N -0.612
2. C -0.482
3. C 0.175
4. C -0.520

Entry 2:
The following is a quantum chemistry calculation of a cluster of 2 separate species, C3H8N2 in total in a non-equilibrium geometry, from the OMol25 dataset.

The value obtained for the HOMO-LUMO gap is 0.39279 Eh. The molar mass is 72.1 g mol⁻¹. The HOMO energy comes out at -9.6 eV.

Positions of all 13 atoms, in Å:
H: 3.524 0.072 -0.809
N: 2.675 0.596 -1.014
C: 2.091 0.966 0.039
N: 1.094 1.942 0.031
H: 2.216 0.618 1.060
H: 1.166 2.620 -0.709
H: 0.183 1.663 0.353
C: -1.759 -1.072 -0.211
C: -2.561 -1.893 0.458
H: -0.695 -0.937 -0.033
H: -2.136 -0.207 -0.751
H: -2.259 -2.855 0.849
H: -3.539 -1.512 0.738

Mulliken atomic charge list, values in e, 4 entries:
1. H 0.242
2. N -0.645
3. C 0.077
4. N -0.472

Entry 3:
The following is a quantum chemistry calculation of the ion C3H8N2 with charge +1 in a non-equilibrium geometry, from the OMol25 dataset.

Its expectation value of S² is 0.76. As for the multiplicity: 2. The value obtained for the HOMO-LUMO gap (spin up / spin down) is 0.37697 / 0.27476 Eh. The molar mass is 72.1 g mol⁻¹. The HOMO energy (spin up / spin down) comes out at -15.9 / -15.7 eV. The net charge is +1.

Positions of all 13 atoms, in Å:
C: 1.065 1.040 -0.818
C: 0.992 0.263 0.489
N: -0.013 -0.884 0.463
C: -1.425 -0.650 0.471
N: -2.259 -0.893 -0.475
H: 0.119 1.497 -0.912
H: 1.505 0.446 -1.706
H: 1.840 1.821 -0.633
H: 1.928 -0.150 0.725
H: 0.703 0.787 1.346
H: 0.240 -1.738 -0.031
H: -1.659 -0.043 1.250
H: -3.035 -1.494 -0.169

Mulliken atomic charge list, values in e, 4 entries:
1. C -0.877
2. C -0.645
3. N -0.166
4. C 0.015

Entry 4:
The following is a quantum chemistry calculation of the molecule C3H8N2O in a non-equilibrium geometry, from the OMol25 dataset.

The value obtained for the HOMO-LUMO gap is 0.38012 Eh. The molar mass is 88.1 g mol⁻¹. The HOMO energy comes out at -9.5 eV.

Positions of all 14 atoms, in Å:
C: -0.964 0.853 2.096
C: -0.542 0.912 0.624
O: -1.113 1.791 -0.138
N: 0.372 -0.048 0.159
C: 0.509 -0.355 -1.332
N: 1.466 -1.437 -1.600
H: -1.988 1.331 2.109
H: -1.265 -0.193 2.239
H: -0.249 1.265 2.715
H: 0.964 -0.415 0.859
H: -0.464 -0.652 -1.876
H: 0.881 0.652 -1.776
H: 1.340 -1.411 -2.650
H: 1.054 -2.292 -1.430

Mulliken atomic charge list, values in e, 4 entries:
1. C -1.018
2. C 0.551
3. O -0.624
4. N -0.185

Entry 5:
The following is a quantum chemistry calculation of the molecule C3H8N2O in a non-equilibrium geometry, from the OMol25 dataset.

The value obtained for the HOMO-LUMO gap is 0.34780 Eh. The molar mass is 88.1 g mol⁻¹. The HOMO energy comes out at -8.6 eV.

Positions of all 14 atoms, in Å:
C: 1.262 -0.962 0.038
C: 0.384 0.218 0.138
N: 0.932 1.448 -0.426
C: -1.098 -0.105 -0.513
N: -2.095 -0.239 0.283
O: -3.249 -0.396 -0.103
H: 1.215 -1.431 -0.927
H: 1.102 -1.821 0.810
H: 2.294 -0.779 0.201
H: 0.054 0.424 1.191
H: 0.452 2.397 -0.447
H: 1.839 1.573 0.028
H: -1.204 0.026 -1.574
H: -1.886 -0.354 1.301

Mulliken atomic charge list, values in e, 4 entries:
1. C -1.209
2. C 0.462
3. N -0.678
4. C -0.450

Entry 6:
The following is a quantum chemistry calculation of the molecule C3H8N2O in a non-equilibrium geometry, from the OMol25 dataset.

The value obtained for the HOMO-LUMO gap is 0.39110 Eh. The molar mass is 88.1 g mol⁻¹. The HOMO energy comes out at -9.9 eV.

Positions of all 14 atoms, in Å:
H: 3.283 0.310 -0.303
N: 2.668 0.178 0.439
N: 1.595 -0.182 -0.006
O: 0.677 -0.630 1.114
C: -0.667 -0.291 0.591
C: -0.819 1.215 0.313
C: -0.755 -1.023 -0.728
H: -1.468 -0.795 1.227
H: -1.286 1.929 0.958
H: 0.253 1.464 0.364
H: -1.052 1.487 -0.719
H: 0.184 -1.119 -1.280
H: -1.539 -0.505 -1.357
H: -1.073 -2.037 -0.614

Mulliken atomic charge list, values in e, 4 entries:
1. H 0.263
2. N -0.642
3. N 0.218
4. O -0.304